a.
Here is a structure of composition C4H2F2 from the Open Molecules 2025 dataset. Energies are from wB97M-V/def2-TZVPD.

As for the frontier orbital gap: 11.53 eV. The calculation puts the HOMO energy at -0.3955 hartree. The spin multiplicity is 1. The charge is 0.

CARTESIAN COORDINATES (ANGSTROEM)
C -0.0930 -1.8990 -0.0380
C -0.2449 -0.8468 0.6778
C 0.1524 -0.0262 -0.6908
C -0.0402 0.5810 0.6598
F -1.1297 1.3616 0.8033
F 1.0456 1.0329 1.2175
H 1.0926 -0.2921 -1.2546
H -0.7826 0.0886 -1.3750



b.
Here is an isolated molecule of C4H2F2 from the Open Molecules 2025 dataset. Energies are from wB97M-V/def2-TZVPD.

As for the frontier orbital gap: 9.84 eV. The calculation puts the HOMO energy at -0.3751 hartree. The spin multiplicity is 1. The charge is 0.

CARTESIAN COORDINATES (ANGSTROEM)
C 2.1829 -0.6168 -0.1326
C 1.0398 -0.1510 -0.2936
C -0.4108 0.1411 -0.7671
C -0.3887 0.1121 0.6867
F -0.9007 -0.9568 1.3194
F -0.3226 1.0506 1.5650
H -0.4503 1.1294 -1.1980
H -0.7496 -0.7087 -1.1799



List of relative energies, unit hartree: a 0.0000; b 0.0154



a.
Here is an isolated molecule of C3HNO2 from the Open Molecules 2025 dataset. Energies are from wB97M-V/def2-TZVPD.

As for the frontier orbital gap: 9.35 eV. The calculation puts the HOMO energy at -0.4146 hartree. The spin multiplicity is 1. The charge is 0. Its SMILES is N#CC(=O)C=O.

CARTESIAN COORDINATES (ANGSTROEM)
O 0.1751 0.8581 -1.7779
C 0.6588 0.6647 -0.6985
C 0.1211 -0.1654 0.4642
O 0.8394 -0.2315 1.4316
C -1.1967 -0.8327 0.4605
N -2.2229 -1.3697 0.4851
H 1.6190 1.0641 -0.3507



b.
Here is an isolated molecule of C3HNO2 from the Open Molecules 2025 dataset. Energies are from wB97M-V/def2-TZVPD.

As for the frontier orbital gap: 9.01 eV. The calculation puts the HOMO energy at -0.3694 hartree. The spin multiplicity is 1. The charge is 0.

CARTESIAN COORDINATES (ANGSTROEM)
O 1.2483 -1.1795 -0.3945
C 0.0055 -0.9644 -0.0955
C -0.3577 0.4497 -0.3785
O -0.5368 0.8529 -1.5055
C -0.7458 1.2117 0.8305
N -1.0406 1.7546 1.8086
H 1.4269 -2.1250 -0.2651



c.
Here is a cluster of 2 separate species, C3HNO2 in total from the Open Molecules 2025 dataset. Energies are from wB97M-V/def2-TZVPD.

As for the frontier orbital gap (alpha / beta): 7.44 / 7.43 eV. The calculation puts the HOMO energy (alpha / beta) at -0.3457 / -0.3447 hartree. The spin multiplicity is 1. The charge is 0. Its SMILES is O=C=C=O.C#N.

CARTESIAN COORDINATES (ANGSTROEM)
C 1.1474 0.9131 -0.6654
C -1.0534 -0.1712 0.8926
C -0.7335 -1.1285 0.0976
N 2.0817 0.6829 -0.0960
O -1.5296 0.8276 1.2738
O -0.0396 -1.9936 -0.2874
H 0.1271 0.8697 -1.2152



List of relative energies, unit hartree: a 0.0000; b 0.0707; c 0.0927



a.
Here is a cluster of 2 separate species, C2H2F3NO in total from the Open Molecules 2025 dataset. Energies are from wB97M-V/def2-TZVPD.

As for the frontier orbital gap (alpha / beta): 11.19 / 5.44 eV. The calculation puts the HOMO energy (alpha / beta) at -0.3930 / -0.3036 hartree. The spin multiplicity is 1. The charge is 0.

CARTESIAN COORDINATES (ANGSTROEM)
C -0.1859 0.7271 -0.2675
C -3.5063 0.0138 0.0213
N 1.0524 0.9630 -0.2799
O -1.2392 1.3126 -0.5275
F -2.6619 -0.8856 0.4898
F -4.2392 0.5349 0.9148
F -4.0691 -0.2109 -1.1394
H -0.4380 -0.2912 0.0737
H 1.7295 0.4831 0.2363



b.
Here is a cluster of 2 separate species, C2H2F3NO in total from the Open Molecules 2025 dataset. Energies are from wB97M-V/def2-TZVPD.

As for the frontier orbital gap (alpha / beta): 9.62 / 9.30 eV. The calculation puts the HOMO energy (alpha / beta) at -0.3602 / -0.3506 hartree. The spin multiplicity is 1. The charge is 0.

CARTESIAN COORDINATES (ANGSTROEM)
C -0.0208 0.7845 -0.4461
C -2.8743 -0.0477 -0.0058
N -0.8094 0.4591 0.6634
O -0.5302 1.7794 0.4023
F -2.8052 -1.3863 -0.0337
F -3.7540 0.3167 0.9212
F -3.1595 0.4306 -1.2424
H 1.1368 0.4708 -0.5798
H -0.4638 0.7587 -1.5504



List of relative energies, unit hartree: a 0.0000; b 0.0201